Molecular formula: C23H34N2OS2
Method: DFT, ωB97M-V with the def2-TZVPD basis set

Each line ends with the Mulliken charge.
Element x y z (Å)
C 4.23 -2.63 3.48  -1.527
H 5.24 -2.28 3.67  0.448
H 4.28 -3.66 3.15  0.306
H 3.68 -2.61 4.42  0.375
C 3.55 -1.75 2.44  0.427
C 2.11 -2.16 2.25  0.279
N 1.21 -1.23 2.53  -0.120
C -0.08 -1.49 2.36  0.491
C -0.55 -2.72 1.89  0.536
C 0.40 -3.70 1.64  -1.219
C 1.74 -3.43 1.81  -0.395
H 2.49 -4.18 1.60  0.402
H 0.07 -4.67 1.31  0.471
C -2.00 -3.03 1.72  -0.077
O -2.52 -3.97 2.28  -0.612
C -2.75 -2.16 0.83  -0.034
C -4.11 -2.10 0.70  -0.556
C -4.54 -1.19 -0.28  -0.862
C -3.50 -0.58 -0.90  -0.021
S -1.98 -1.08 -0.30  0.147
H -3.54 0.15 -1.69  0.469
H -5.57 -1.00 -0.51  0.429
H -4.77 -2.70 1.32  0.527
S -1.20 -0.22 2.84  -0.046
C -0.05 1.05 3.48  -0.869
C 0.70 1.79 2.39  -0.272
C -0.22 2.58 1.47  -0.383
H -0.78 3.31 2.06  0.352
C 0.56 3.32 0.38  -0.955
H -0.08 4.08 -0.07  0.437
C 1.10 2.40 -0.73  -0.496
C 0.37 2.56 -2.06  -0.959
C -1.09 2.13 -2.00  0.913
C -1.74 2.17 -3.39  -1.249
N -1.06 1.31 -4.35  0.112
C -1.38 1.69 -5.71  -1.051
H -0.81 1.06 -6.39  0.309
H -2.45 1.58 -5.95  0.363
H -1.09 2.72 -5.88  0.347
C -1.33 -0.09 -4.12  -0.904
H -1.01 -0.38 -3.12  0.176
H -0.77 -0.68 -4.84  0.411
H -2.40 -0.34 -4.23  0.289
H -2.81 1.91 -3.30  0.312
H -1.67 3.19 -3.76  0.574
H -1.65 2.78 -1.34  0.487
H -1.14 1.12 -1.59  -0.931
H 0.43 3.61 -2.38  0.296
H 0.87 1.96 -2.82  0.435
H 1.02 1.35 -0.41  0.204
H 2.16 2.60 -0.89  0.320
H 1.39 3.85 0.85  0.458
H -0.94 1.91 1.00  0.126
H 1.40 2.47 2.87  0.361
H 1.28 1.06 1.81  0.012
H -0.69 1.72 4.05  0.521
H 0.64 0.53 4.15  0.466
C 4.30 -1.79 1.11  -1.371
H 3.81 -1.16 0.37  0.323
H 5.32 -1.44 1.24  0.433
H 4.34 -2.81 0.72  0.296
H 3.54 -0.72 2.80  0.269

- LUMO level: -0.04 eV
- Orbital gap: 8.19 eV
- Net charge: 0

---

Molecular formula: C23H34N4OS
Method: DFT, ωB97M-V with the def2-TZVPD basis set

Each line ends with the Mulliken charge.
Element x y z (Å)
C 6.83 0.91 1.87  -1.404
H 5.92 1.59 1.92  0.280
H 7.30 0.78 2.70  0.577
H 7.47 1.26 0.96  0.307
C 6.41 -0.47 1.26  -0.184
C 5.61 -0.43 0.20  -0.211
H 6.26 -0.02 -0.54  0.392
C 5.00 -1.99 -0.21  -0.979
N 4.24 -2.47 0.94  0.078
C 2.84 -2.26 0.99  0.611
N 2.12 -2.68 2.20  -0.544
C 0.88 -2.60 1.80  -0.166
C -0.16 -2.55 2.55  -0.203
C -1.58 -2.58 2.37  -1.073
C -1.82 -2.27 0.87  0.700
C -0.77 -1.96 0.16  0.419
C 0.49 -1.97 0.44  0.036
S 1.98 -1.87 -0.41  -0.387
H -1.17 -1.92 -1.02  0.241
C -3.30 -2.09 0.76  0.059
O -4.11 -2.71 1.21  -0.568
N -3.50 -1.38 -0.25  -0.163
H -2.88 -0.82 -0.74  0.299
C -4.87 -0.93 -0.65  -0.964
H -4.96 -1.14 -2.05  0.248
C -5.39 0.38 -0.23  -0.709
H -6.11 0.92 -0.83  0.396
H -5.69 0.09 0.87  0.343
C -4.09 1.47 -0.11  -1.906
N -3.44 1.47 -1.43  0.587
C -4.16 1.93 -2.56  -0.983
H -5.10 1.66 -2.67  0.618
C -4.10 3.56 -2.48  -0.671
C -2.53 4.12 -2.53  -1.289
C -1.83 3.40 -1.31  -2.359
H -0.94 3.48 -1.19  1.169
H -2.32 3.62 -0.51  0.651
C -2.06 1.94 -1.12  -0.209
C -1.19 1.18 -2.44  -1.985
H -1.38 0.07 -2.42  0.213
H -0.20 1.47 -2.16  0.480
H -1.30 1.73 -3.16  0.933
H -1.54 1.44 -0.38  0.982
H -2.01 3.90 -3.43  0.367
H -2.47 5.00 -2.35  0.816
H -4.68 4.08 -3.47  0.324
H -4.62 4.07 -1.66  0.303
H -3.73 1.87 -3.56  0.379
H -3.52 1.03 0.54  0.829
H -4.49 2.34 0.14  0.776
H -5.61 -1.80 -0.53  0.420
H -2.38 -2.75 2.96  0.617
H -0.16 -2.94 3.65  0.146
C 4.89 -2.33 2.27  -0.499
H 4.16 -2.69 3.05  0.446
C 5.40 -1.05 2.82  -1.767
H 6.13 -1.17 3.45  0.660
H 4.73 -0.41 2.87  0.733
H 5.68 -3.24 2.15  0.266
H 4.20 -1.70 -0.81  0.392
H 5.78 -2.58 -0.39  0.614
H 4.65 0.25 0.36  0.117
H 7.17 -1.24 1.26  0.397

- LUMO level: 0.34 eV
- Orbital gap: 7.98 eV
- Net charge: 0

---

Molecular formula: C23H34NO4PtSi
Method: DFT, ωB97M-V with the def2-TZVPD basis set

Each line ends with the Mulliken charge.
Element x y z (Å)
Pt 0.55 0.78 0.25  0.804
C -1.74 1.21 -3.83  -1.574
C -2.13 0.93 -2.38  1.776
C -3.64 0.76 -2.29  -1.443
O -1.56 -0.29 -1.91  -0.546
C -1.72 2.15 -1.50  0.197
O -2.29 3.21 -1.75  -0.785
O -0.90 2.00 -0.53  -0.648
H -2.07 0.37 -4.46  0.401
H -0.67 1.34 -3.97  0.273
H -2.24 2.12 -4.16  0.330
H -3.97 0.02 -3.02  0.418
H -4.13 1.72 -2.47  0.330
H -3.90 0.41 -1.29  0.166
H -0.76 -0.49 -2.40  0.334
C 4.07 0.98 3.21  -1.143
Si 3.55 -0.17 1.79  0.165
C 4.67 0.41 0.39  -1.362
C 4.22 -1.92 2.05  -1.098
N 1.83 -0.21 1.57  0.452
C 1.09 -0.67 2.65  -0.060
C 1.62 -1.09 3.88  -0.092
C 0.85 -1.53 4.95  -1.269
C -0.52 -1.58 4.86  -0.818
C -1.11 -1.18 3.66  -0.449
C -0.34 -0.75 2.61  1.084
O -0.92 -0.37 1.40  -0.671
C -2.30 -0.24 1.32  -0.244
C -2.89 0.95 1.68  0.318
C -4.27 1.07 1.60  -0.787
C -5.04 -0.01 1.17  -0.455
C -4.42 -1.20 0.80  -0.792
C -3.04 -1.32 0.86  0.126
H 5.06 1.38 3.02  0.366
H 4.09 0.51 4.20  0.408
H 3.37 1.82 3.26  0.266
H 5.68 0.26 0.78  0.404
H 4.57 1.46 0.14  0.373
H 4.57 -0.18 -0.52  0.295
H 5.32 -1.89 2.08  0.348
H 3.93 -2.52 1.18  0.259
H 3.87 -2.44 2.94  0.392
H 2.69 -1.05 4.03  0.129
H 1.35 -1.82 5.87  0.369
H -1.14 -1.92 5.69  0.367
H -2.19 -1.21 3.55  0.475
H -2.26 1.78 1.98  0.388
H -4.74 2.00 1.86  0.368
H -6.12 0.09 1.11  0.356
H -5.02 -2.03 0.44  0.361
H -2.53 -2.22 0.57  0.462
C 1.64 3.02 -3.10  -1.760
C 1.58 1.68 -2.37  2.862
C 2.53 0.67 -3.02  -1.686
C 1.87 1.82 -0.87  -0.101
H 1.37 2.92 -4.15  0.371
H 2.66 3.43 -3.06  0.445
H 0.97 3.74 -2.63  0.419
H 0.57 1.29 -2.49  -1.886
H 3.56 1.03 -2.97  0.361
H 2.28 0.49 -4.07  0.406
H 2.48 -0.29 -2.48  0.350
H 1.85 2.87 -0.58  0.518
H 2.87 1.45 -0.69  -0.625

- LUMO level: 2.91 eV
- Orbital gap: 6.90 eV
- Net charge: -1

---

Molecular formula: C23H35B2N10O4Os
Method: DFT, ωB97M-V with the def2-TZVPD basis set

Each line ends with the Mulliken charge.
Element x y z (Å)
Os 0.01 0.31 -0.56  1.897
C -0.02 -0.07 -4.02  -0.927
C -1.18 -0.56 -3.22  0.725
C -2.41 -1.04 -3.65  -1.781
C -3.11 -1.35 -2.50  0.246
N -2.35 -1.11 -1.43  0.893
N -1.16 -0.59 -1.87  -0.350
B -2.68 -1.13 0.10  0.438
N -2.72 0.35 0.53  0.830
C -3.71 1.17 0.92  -0.099
C -3.33 2.48 0.67  -1.463
C -2.07 2.41 0.08  0.831
C -1.27 3.50 -0.54  -1.079
N -1.71 1.11 0.02  -0.824
N -1.46 -1.78 0.80  0.824
C -1.38 -2.94 1.45  0.148
C -0.05 -3.29 1.58  -1.944
C 0.66 -2.28 0.93  0.324
C 2.13 -2.18 0.69  -0.413
N -0.22 -1.37 0.48  -0.279
N -3.92 -1.89 0.45  0.199
C -4.59 -2.94 -0.12  -0.220
C -5.54 -3.36 0.76  -1.171
C -5.39 -2.51 1.89  0.716
C -6.16 -2.53 3.16  -1.257
N -4.40 -1.64 1.70  -1.118
H 0.34 -0.86 -4.67  0.412
H 0.80 0.25 -3.38  -0.152
H -0.32 0.77 -4.65  0.362
H -2.75 -1.15 -4.67  0.487
H -4.12 -1.72 -2.40  0.728
H -4.61 0.76 1.33  0.655
H -3.90 3.37 0.87  0.545
H -1.28 4.39 0.09  0.390
H -1.72 3.77 -1.50  0.375
H -0.23 3.23 -0.71  -0.109
H -2.28 -3.44 1.79  0.508
H 0.36 -4.16 2.05  0.562
H 2.69 -2.38 1.61  0.482
H 2.41 -1.20 0.32  -0.507
H 2.44 -2.93 -0.04  0.493
H -4.33 -3.35 -1.08  0.646
H -6.25 -4.16 0.63  0.470
H -7.03 -3.18 3.07  0.374
H -6.50 -1.53 3.43  0.328
H -5.55 -2.90 3.99  0.269
N 1.60 0.27 2.85  -0.418
N 0.83 1.42 3.07  -0.199
C 0.61 2.33 2.11  0.099
O 0.14 3.41 2.21  -0.516
O 0.95 1.83 0.80  -0.249
H 1.09 -0.54 3.16  0.303
H 2.46 0.34 3.38  0.284
H 0.59 1.71 4.01  0.245
C 5.54 2.68 -0.20  -1.708
C 4.48 1.63 0.03  1.351
C 5.03 0.47 0.84  -1.599
O 3.39 2.22 0.84  -0.524
B 2.27 1.70 0.36  1.221
O 2.35 0.91 -0.76  -0.525
C 3.75 1.18 -1.29  0.812
C 4.29 -0.09 -1.91  -1.703
C 3.58 2.28 -2.31  -1.846
H 6.00 2.93 0.75  0.461
H 5.13 3.59 -0.63  0.379
H 6.32 2.29 -0.86  0.356
H 5.36 0.85 1.80  0.485
H 5.88 0.01 0.34  0.404
H 4.27 -0.30 1.02  0.055
H 4.29 -0.92 -1.22  0.330
H 5.31 0.09 -2.23  0.432
H 3.71 -0.35 -2.79  0.410
H 3.20 3.20 -1.86  0.396
H 2.89 1.95 -3.09  0.364
H 4.54 2.51 -2.79  0.433

- LUMO level (spin up / spin down): -6.76 / -7.95 eV
- Orbital gap (spin up / spin down): 7.19 / 6.00 eV
- Net charge: +2
- <S²>: 0.756
- Multiplicity: 2

---

Molecular formula: C23H35BN3NaO8SSe2
Method: DFT, ωB97M-V with the def2-TZVPD basis set

Each line ends with the Mulliken charge.
Element x y z (Å)
Na -0.75 2.53 2.57  0.805
O -6.79 1.96 3.69  -0.544
C -6.11 0.74 3.30  -1.151
C -4.66 1.09 2.93  2.466
C -3.98 1.75 4.17  -1.061
O -2.63 1.40 4.34  -0.339
C -4.66 1.99 1.69  -1.013
Se -3.72 3.73 1.82  -0.646
C -3.97 -0.22 2.45  -2.119
Se -3.77 -1.55 3.96  -0.707
H -7.72 1.96 3.47  0.290
H -6.58 0.30 2.36  0.434
H -6.15 -0.01 4.14  0.260
H -4.57 1.52 5.07  0.171
H -3.98 2.83 4.05  0.486
H -2.69 0.38 4.44  0.175
H -5.66 2.15 1.34  0.381
H -4.15 1.51 0.81  0.121
H -3.00 -0.07 1.98  0.542
H -4.63 -0.77 1.77  0.559
C 3.39 -1.33 -1.90  -1.392
C 4.28 -0.73 -0.82  -0.400
S 4.30 -1.84 0.61  1.185
O 2.97 -2.09 1.14  -0.581
O 5.05 -2.99 0.16  -0.702
C 5.23 -0.95 1.95  -0.953
C 4.44 -0.25 3.12  -0.890
N 3.46 0.83 2.67  0.468
C 2.11 0.87 2.89  0.543
N 1.58 2.10 2.66  -0.388
C 2.60 2.89 2.28  -0.737
C 3.79 2.15 2.30  -0.032
N 5.10 2.59 2.19  1.000
O 6.05 1.79 2.44  -0.726
O 5.28 3.80 1.96  -0.714
C 1.33 -0.25 3.47  -0.909
H 3.15 -0.67 -2.68  0.473
H 2.45 -1.71 -1.45  0.319
H 3.89 -2.20 -2.34  0.352
H 3.92 0.25 -0.48  0.361
H 5.31 -0.62 -1.21  0.408
H 5.91 -0.23 1.48  0.474
H 5.90 -1.72 2.39  0.461
H 5.15 0.19 3.81  0.466
H 3.88 -1.01 3.69  0.388
H 2.56 3.98 2.13  0.444
H 1.32 -1.12 2.78  0.186
H 0.28 0.09 3.65  0.014
H 1.75 -0.64 4.40  0.399
C -0.73 -3.27 -4.44  -1.940
C -0.46 -1.89 -5.08  2.565
C -1.18 -1.77 -6.42  -2.009
C 1.04 -1.81 -5.47  -1.455
C -0.78 -0.80 -4.09  0.094
C -1.20 0.49 -4.49  -0.359
C -1.49 1.49 -3.55  -1.278
C -1.25 1.24 -2.22  0.860
O -1.41 2.03 -1.13  -0.782
B -0.99 1.31 0.04  0.434
O -0.67 0.03 -0.46  -0.750
C -0.81 -0.01 -1.82  0.205
C -0.56 -1.03 -2.71  -0.691
H -0.82 -4.04 -5.22  0.432
H -1.66 -3.28 -3.88  0.437
H 0.05 -3.62 -3.76  0.309
H -1.00 -2.70 -7.02  0.444
H -0.81 -0.94 -7.03  0.380
H -2.27 -1.67 -6.38  0.422
H 1.32 -2.55 -6.24  0.389
H 1.72 -1.92 -4.64  0.183
H 1.24 -0.84 -5.93  0.399
H -1.34 0.71 -5.58  0.152
H -1.97 2.40 -3.87  0.434
H -0.22 -1.94 -2.27  0.496

- LUMO level (spin up / spin down): 3.49 / 2.09 eV
- Orbital gap (spin up / spin down): 4.39 / 1.97 eV
- Net charge: -2

---

Molecular formula: C23H35BrFN2O2
Method: DFT, ωB97M-V with the def2-TZVPD basis set

Each line ends with the Mulliken charge.
Element x y z (Å)
C 3.66 -3.60 2.53  -0.842
C 4.15 -2.03 2.52  -0.452
C 4.45 -1.40 1.04  0.178
C 3.81 0.12 0.75  -0.301
C 4.08 0.88 -0.68  0.378
C 3.54 2.40 -1.06  -0.643
C 2.76 3.14 0.19  -0.689
C 1.27 2.48 0.39  -0.433
C 0.12 3.63 0.25  -0.557
C -1.27 2.97 -0.38  -0.490
C -2.53 2.99 0.70  -0.499
C -3.14 1.45 0.82  -0.540
C -4.79 1.56 0.96  -0.481
C -5.38 0.35 1.95  -0.825
C -5.08 -1.16 1.36  -0.332
C -6.45 -1.79 0.66  -0.552
C -6.22 -1.84 -0.97  -0.588
O -6.41 -0.50 -1.57  -0.215
C -7.11 -0.73 -2.86  -0.689
C 4.99 0.09 -1.80  -0.153
O 5.26 0.81 -3.08  -0.516
C 5.63 -1.44 -1.59  0.571
N 6.41 -1.99 -2.75  -0.395
C 6.89 -3.35 -2.36  0.116
Br 7.98 -4.35 -3.77  -0.239
C 6.70 -4.12 -0.94  -0.215
N 5.91 -3.50 0.19  -0.394
C 5.35 -2.14 -0.15  0.256
H 4.58 -4.26 2.90  0.189
H 2.82 -3.76 3.36  0.286
H 3.34 -4.02 1.49  0.277
H 5.13 -1.83 3.17  0.288
H 3.27 -1.40 3.02  0.221
H 3.17 0.67 1.57  -0.090
H 4.49 3.08 -1.29  0.392
H 2.87 2.44 -2.03  0.274
H 3.39 2.95 1.18  0.304
H 2.71 4.32 0.05  0.409
H 1.18 1.96 1.46  0.102
H 1.11 1.67 -0.46  0.277
H -0.13 4.10 1.31  0.248
H 0.49 4.53 -0.42  0.361
H -1.09 1.89 -0.84  0.278
H -1.60 3.67 -1.29  0.268
H -2.20 3.29 1.79  0.248
H -3.39 3.68 0.30  0.272
H -2.93 0.81 -0.14  0.287
H -2.72 0.86 1.74  0.213
H -5.28 1.38 -0.09  0.134
H -5.14 2.63 1.33  0.363
H -6.52 0.58 2.09  0.343
H -4.88 0.43 3.02  0.302
H -4.26 -1.14 0.50  0.140
H -4.66 -1.90 2.18  0.383
H -6.67 -2.89 1.00  0.325
H -7.37 -1.11 0.86  0.270
H -6.99 -2.64 -1.39  0.359
H -5.13 -2.19 -1.20  0.292
H -8.25 -0.89 -2.58  0.265
H -6.63 -1.63 -3.43  0.283
H -7.06 0.22 -3.55  0.199
H 5.18 0.12 -3.82  0.319
H 7.15 -5.20 -0.75  0.313
F 7.45 0.66 -1.41  -0.851

- LUMO level: 1.94 eV
- Orbital gap: 5.68 eV
- Net charge: -1